Below is a structure of composition C47H58F5HoN2O2SSe in a non-equilibrium geometry, with properties calculated with ωB97M-V with the def2-TZVPD basis set.

Structure (ORCA input):
```
! RIJCOSX wB97M-V def2-TZVPD def2/J DEFGRID3
* xyz -2 5
Ho 0.227 0.788 -1.677
C 1.399 0.375 6.374
C 0.545 -0.722 5.591
C 1.033 -2.178 6.026
C -0.937 -0.516 5.977
C 0.766 -0.574 4.107
C -0.305 -0.358 3.257
C -0.034 0.035 1.966
Se -1.548 0.508 0.883
C -1.979 -1.327 0.515
C -3.080 -1.929 1.060
C -3.305 -3.305 0.942
C -2.402 -4.006 0.143
C -1.389 -3.408 -0.568
C -1.174 -2.012 -0.441
O -0.317 -1.313 -1.105
C -0.488 -4.191 -1.500
C 0.951 -4.158 -0.960
C -0.486 -3.663 -2.924
C -0.985 -5.663 -1.637
C -4.368 -4.080 1.683
C -3.674 -4.861 2.816
C -5.465 -3.080 2.128
C -4.969 -5.170 0.795
C 1.282 0.070 1.403
O 1.516 0.690 0.286
C 2.369 -0.414 2.219
C 2.073 -0.655 3.550
C 3.662 -0.891 1.621
C 4.497 0.395 1.424
C 3.540 -1.652 0.341
C 4.392 -1.730 2.630
H 1.904 -0.057 7.234
H 0.809 1.262 6.583
H 2.200 0.767 5.723
H 0.656 -2.440 6.977
H 2.128 -2.197 6.220
H 0.807 -2.924 5.248
H -0.918 -0.454 7.027
H -1.541 -1.344 5.626
H -1.412 0.391 5.640
H -1.329 -0.268 3.679
H -3.718 -1.325 1.685
H -2.625 -5.061 -0.069
H 1.439 -3.227 -1.264
H 1.475 -4.965 -1.444
H 1.074 -4.331 0.104
H 0.215 -2.826 -3.130
H -1.459 -3.434 -3.378
H -0.140 -4.478 -3.551
H -1.031 -6.216 -0.717
H -0.370 -6.257 -2.310
H -2.001 -5.671 -1.993
H -3.127 -4.154 3.471
H -3.013 -5.598 2.346
H -4.307 -5.459 3.475
H -5.085 -2.367 2.827
H -6.278 -3.621 2.656
H -5.961 -2.636 1.194
H -4.243 -5.991 0.824
H -5.169 -4.882 -0.244
H -5.828 -5.608 1.386
H 2.867 -0.851 4.260
H 4.110 1.147 0.752
H 5.450 0.074 0.971
H 4.747 0.860 2.433
H 2.985 -1.103 -0.427
H 3.171 -2.667 0.517
H 4.547 -1.631 -0.053
H 4.800 -1.076 3.467
H 5.276 -2.185 2.160
H 3.804 -2.570 3.047
F -4.576 5.089 -4.426
C -4.025 3.851 -4.282
C -3.105 3.615 -3.185
F -3.017 4.503 -2.166
C -2.372 2.458 -3.159
F -1.600 2.268 -2.014
C -2.456 1.439 -4.116
S -1.379 0.098 -4.114
C -3.221 1.743 -5.251
F -3.361 0.781 -6.185
C -4.021 2.897 -5.376
F -4.709 3.132 -6.482
C -0.779 6.959 -1.246
C 0.237 5.857 -1.001
C 1.256 5.893 -0.053
C 2.146 4.845 0.146
C 3.296 4.980 1.117
C 1.967 3.634 -0.583
C 1.092 3.617 -1.741
C 0.204 4.735 -1.844
N 1.146 2.606 -2.691
C 1.685 2.933 -4.035
C 0.811 3.886 -4.856
C 3.075 3.603 -3.873
C 1.961 1.648 -4.781
H -0.361 7.858 -1.682
H -1.126 7.225 -0.200
H -1.718 6.635 -1.756
H 1.409 6.772 0.529
H 3.099 5.673 1.948
H 4.221 5.275 0.612
H 3.484 3.971 1.567
H 2.660 2.827 -0.448
H -0.654 4.719 -2.538
H 0.710 4.858 -4.370
H -0.220 3.516 -4.939
H 1.221 4.123 -5.850
H 2.999 4.713 -3.640
H 3.662 3.606 -4.825
H 3.789 3.221 -3.155
H 1.121 0.965 -4.808
H 2.815 1.158 -4.356
H 2.263 2.017 -5.794
N 2.305 -1.339 -3.317
C 1.813 -0.494 -2.657
*
```

## Properties
Frontier orbital gap: 0.2260 Ha
Energy relative to the best compared isomer or geometry (same formula, charge and spin): 53.23 kcal per mole
Total energy: -172326.083 eV

Here are the Mulliken charges for atoms 1 to 4, given in e: atom 1 (Ho): -1.072, atom 2 (C): -1.709, atom 3 (C): 2.584, atom 4 (C): -1.728

---

Below is an isolated molecule of C4H6O2, with properties calculated with ωB97M-V with the def2-TZVPD basis set.

Structure (ORCA input):
```
! RIJCOSX wB97M-V def2-TZVPD def2/J DEFGRID3
* xyz 0 1
O -1.673 0.641 -0.593
C -0.417 0.223 -0.178
C 0.805 0.981 -0.541
C 0.556 -0.307 -1.235
O 0.952 -1.473 0.511
C -0.256 -0.807 0.916
H -1.895 1.449 -0.113
H 0.621 1.773 -1.267
H 1.671 1.125 0.100
H 0.845 -1.706 -0.464
H -0.096 -0.409 1.926
H -1.113 -1.492 0.938
*
```

## Properties
Frontier orbital gap: 0.3298 Ha
Energy relative to the best compared isomer or geometry (same formula, charge and spin): 130.78 kcal per mole
Total energy: -8334.790 eV

Here are the Mulliken charges for atoms 1 to 4, given in e: atom 1 (O): -0.493, atom 2 (C): 0.839, atom 3 (C): -0.610, atom 4 (C): -0.643

---

Number 1: E_LUMO 3.9 eV, HOMO energy -2.24 eV. Number 2: E_LUMO -0.2 eV, HOMO energy -9.17 eV.